A 2-piece molecular cluster, C6H15PS3 overall in a non-equilibrium geometry, computed with ωB97M-V/def2-TZVPD.

The charge is 0. Its LUMO energy is 0.35 eV. The spin multiplicity is 1. For the orbital gap, the calculation gives 0.31916 Eh. The value obtained for the HOMO energy is -8.330 eV.

```
25
Properties=species:S:1:pos:R:3:forces:R:3
C 0.386 -3.541 0.076 -2.127 -3.808 2.058
C 2.338 -2.096 -0.207 1.165 -3.996 0.774
C -0.990 2.747 0.962 -1.769 2.331 1.767
C 0.062 2.921 -1.270 -1.756 -1.856 -2.318
C 0.898 -2.509 -0.522 2.817 0.501 0.014
C 0.087 2.150 0.064 -0.922 0.709 0.002
P -0.059 0.248 0.013 0.212 1.174 -0.514
S -0.601 -0.006 2.021 -0.703 2.426 0.332
S -2.706 -1.653 -0.683 0.582 -0.341 -1.148
S -1.936 0.202 -1.043 0.060 0.697 -0.524
H -0.623 -3.934 -0.113 0.188 0.650 -0.556
H 0.763 -4.318 0.875 0.351 2.321 -1.393
H -0.321 -1.226 1.944 0.710 -2.894 -0.023
H 3.036 -2.530 -1.000 -0.883 0.570 0.829
H 2.744 -2.594 0.818 -1.152 1.381 -2.300
H 2.464 -1.070 -0.221 0.325 2.051 0.243
H -2.084 2.582 0.655 1.719 -0.128 -0.140
H -1.021 2.455 2.072 0.563 0.346 -1.640
H -0.915 3.916 0.965 0.085 -1.967 0.028
H 0.701 2.339 -2.026 -0.584 1.242 0.903
H 0.289 4.029 -1.257 -0.078 -1.465 0.338
H -1.023 2.766 -1.680 1.808 0.710 0.441
H 0.456 -1.971 -1.354 -0.391 -0.295 0.213
H 1.082 2.374 0.404 0.470 -0.348 0.988
H -3.028 -1.282 0.507 -0.693 -0.011 1.628
```
Positions in Å, forces in eV/Å.

Just the natural (NBO) charges please, in e? Sure, here they are: number 1, C, carries -0.415; number 2, C, carries -0.639; number 3, C, carries -0.650; number 4, C, carries -0.617; number 5, C, carries -0.208; number 6, C, carries -0.531; number 7, P, carries 0.588; number 8, S, carries -0.282; number 9, S, carries -0.083; number 10, S, carries -0.227; number 11, H, carries 0.196; number 12, H, carries 0.202; number 13, H, carries 0.131; number 14, H, carries 0.217; number 15, H, carries 0.208; number 16, H, carries 0.211; number 17, H, carries 0.228; number 18, H, carries 0.224; number 19, H, carries 0.216; number 20, H, carries 0.216; number 21, H, carries 0.233; number 22, H, carries 0.208; number 23, H, carries 0.218; number 24, H, carries 0.233; number 25, H, carries 0.122